ORCA calculation (ωB97M-V with the def2-TZVPD basis set) on C24H28BBr2N10O5Sn as an isolated structure at a distorted geometry.

Geometry as XYZ:
```
71
Properties=species:S:1:pos:R:3
Sn 0.04 -0.24 -0.22
C -0.10 -0.03 4.28
C -0.64 0.20 3.01
N 0.15 -0.36 2.09
N 1.17 -0.94 2.72
C 1.05 -0.76 4.04
B 2.31 -1.64 1.95
N 1.70 -2.68 0.99
C 1.57 -4.00 1.18
C 1.09 -4.57 0.01
C 0.95 -3.49 -0.86
N 1.33 -2.35 -0.27
N 3.02 -0.58 1.11
C 4.31 -0.18 1.15
C 4.48 0.86 0.26
C 3.21 1.05 -0.30
N 2.36 0.17 0.21
H -0.50 0.29 5.23
H -1.53 0.73 2.72
H 1.78 -1.15 4.73
H 3.06 -2.16 2.71
H 1.83 -4.46 2.12
H 0.87 -5.60 -0.18
H 0.60 -3.49 -1.89
H 5.02 -0.66 1.81
H 5.38 1.41 0.05
H 2.88 1.77 -1.03
C -3.97 -0.43 0.07
C -3.58 1.00 0.07
C -4.57 2.00 -0.01
C -4.22 3.32 -0.08
C -2.86 3.67 -0.03
C -2.39 5.02 -0.07
Br -3.60 6.45 -0.13
C -1.04 5.32 -0.07
C -0.11 4.31 0.03
Br 1.72 4.69 0.04
C -0.49 2.92 0.19
O 0.36 2.05 0.38
C -1.93 2.62 0.10
N -2.29 1.33 0.13
H -5.03 -0.56 0.30
H -3.37 -0.99 0.78
H -3.78 -0.86 -0.92
H -5.61 1.71 -0.04
H -4.97 4.09 -0.19
H -0.71 6.35 -0.14
O -1.35 -1.67 -1.68
N -1.66 -2.57 -0.80
O -2.15 -3.62 -1.14
O -1.41 -2.27 0.40
C -1.38 -0.91 -5.12
N -1.22 0.09 -4.08
C -2.46 0.49 -3.43
C -0.04 0.35 -3.49
O 0.03 0.89 -2.35
N 1.10 0.01 -4.19
C 2.30 -0.24 -3.41
C 1.33 0.61 -5.50
H -2.00 -1.73 -4.74
H -0.42 -1.31 -5.43
H -1.89 -0.48 -5.99
H -3.12 0.97 -4.16
H -2.24 1.19 -2.63
H -2.96 -0.38 -3.01
H 2.05 -0.77 -2.49
H 2.83 0.68 -3.15
H 2.97 -0.87 -4.00
H 0.39 0.83 -6.00
H 1.92 -0.07 -6.12
H 1.90 1.55 -5.39
```

Output
Orbital gap (spin up / spin down) ... 6.78 / 4.88 eV
Net charge ... +1

ORCA calculation (ωB97M-V with the def2-TZVPD basis set) on a 2-piece molecular cluster, C24H28BrNO2 overall at a distorted geometry.

Geometry as XYZ:
```
56
Properties=species:S:1:pos:R:3
C -3.05 -0.04 -3.41
C -2.77 -0.70 -2.08
O -2.56 0.37 -1.15
C -2.41 -0.04 0.15
C -2.38 1.10 1.02
C -2.79 1.10 2.36
C -2.99 -0.10 3.12
C -3.32 -0.02 4.47
C -3.47 1.23 5.10
Br -3.73 1.31 6.97
C -3.34 2.42 4.35
C -3.02 2.36 3.01
O -2.29 -1.24 0.43
H -2.97 -0.77 -4.22
H -4.07 0.36 -3.44
H -2.36 0.79 -3.61
H -3.63 -1.32 -1.77
H -1.85 -1.32 -2.14
H -2.23 2.06 0.54
H -2.89 -1.05 2.62
H -3.43 -0.93 5.05
H -3.47 3.38 4.84
H -2.95 3.26 2.40
C 3.30 -2.32 -4.45
C 1.85 -2.78 -4.27
C 1.44 -2.89 -2.80
N 1.75 -1.67 -2.06
C 0.95 -1.27 -1.07
C 1.18 -0.11 -0.31
C 0.59 0.11 0.92
C 1.08 1.14 1.80
C 1.17 0.93 3.20
C 1.88 1.82 4.00
C 2.45 2.98 3.43
C 2.29 3.24 2.07
C 1.59 2.35 1.26
C 3.15 -1.26 -2.12
C 3.69 -1.16 -3.54
H 3.98 -3.17 -4.29
H 3.43 -2.01 -5.49
H 1.18 -2.08 -4.78
H 1.71 -3.76 -4.73
H 0.36 -3.08 -2.71
H 1.98 -3.74 -2.34
H 0.07 -1.88 -0.85
H 1.91 0.62 -0.69
H -0.12 -0.63 1.29
H 0.71 0.03 3.62
H 2.02 1.61 5.06
H 3.03 3.66 4.06
H 2.73 4.13 1.62
H 1.43 2.55 0.20
H 3.29 -0.29 -1.62
H 3.76 -1.99 -1.56
H 4.78 -1.08 -3.48
H 3.33 -0.22 -3.99
```

Output
Orbital gap ... 4.05 eV
Net charge ... 0
Energy relative to the best compared isomer or geometry (same formula, charge and spin) ... 0.00 kcal/mol

ORCA calculation (ωB97M-V with the def2-TZVPD basis set) on C24H28CeN6O2S2 as an isolated structure at a distorted geometry.

Geometry as XYZ:
```
63
Properties=species:S:1:pos:R:3
Ce 0.17 -0.22 -0.16
O 2.32 -2.75 -1.40
C 1.48 -2.58 -0.55
O 1.57 -1.76 0.50
C 0.11 -3.24 -0.70
C -0.01 -4.55 -1.12
C -1.28 -5.09 -1.23
C -2.39 -4.30 -0.97
C -2.18 -2.98 -0.59
N -0.96 -2.47 -0.46
H 0.88 -5.12 -1.34
H -1.41 -6.12 -1.54
H -3.39 -4.68 -1.05
H -3.02 -2.31 -0.41
N 0.28 -2.24 3.07
C -0.18 -0.99 3.31
N -0.32 -0.08 2.37
C -0.81 1.11 2.92
C -1.05 1.07 4.24
S -0.66 -0.49 4.87
C -1.00 2.26 2.02
C -1.52 3.45 2.37
S -1.55 4.49 0.99
C -0.83 3.26 0.04
N -0.60 2.13 0.69
N -0.49 3.47 -1.24
H 0.85 -2.36 2.23
H 0.51 -2.82 3.86
H -1.43 1.84 4.88
H -1.89 3.77 3.32
H -0.80 4.29 -1.72
H -0.13 2.68 -1.75
C -4.53 -0.19 -2.12
C -3.30 0.12 -2.92
C -3.35 0.20 -4.31
C -2.20 0.48 -5.05
C -2.27 0.59 -6.55
C -0.98 0.69 -4.40
C -0.89 0.60 -3.01
C -2.08 0.32 -2.30
N 0.25 0.84 -2.24
C 1.61 1.02 -2.81
C 2.05 -0.12 -3.73
C 1.77 2.36 -3.52
C 2.54 1.03 -1.58
H -5.44 0.09 -2.65
H -4.53 0.34 -1.16
H -4.61 -1.26 -1.90
H -4.30 0.06 -4.82
H -3.28 0.46 -6.91
H -1.64 -0.17 -7.02
H -1.91 1.56 -6.88
H -0.12 0.92 -4.99
H -2.10 0.33 -1.22
H 1.57 -0.09 -4.70
H 1.86 -1.10 -3.29
H 3.13 -0.05 -3.90
H 0.97 2.53 -4.25
H 2.72 2.39 -4.06
H 1.76 3.19 -2.82
H 2.66 0.04 -1.13
H 2.19 1.76 -0.84
H 3.55 1.33 -1.86
```

Output
Orbital gap (spin up / spin down) ... 7.07 / 7.09 eV
2S+1 ... 2
Net charge ... +1
Energy relative to the best compared isomer or geometry (same formula, charge and spin) ... 11.30 kcal/mol

ORCA calculation (ωB97M-V with the def2-TZVPD basis set) on a 4-piece molecular cluster, C24H28F2N6O7S2 overall at a distorted geometry.

Geometry as XYZ:
```
69
Properties=species:S:1:pos:R:3
C 5.94 4.01 -3.09
N 4.54 3.94 -3.32
C 3.84 5.07 -3.15
C 2.50 5.06 -3.29
C 1.75 3.88 -3.53
C 2.49 2.69 -3.78
C 3.92 2.75 -3.69
C 0.31 3.94 -3.77
C -0.26 3.41 -4.92
C -1.61 3.33 -5.10
N -2.42 3.89 -4.19
C -1.97 4.47 -3.07
C -0.63 4.46 -2.79
C -3.90 3.87 -4.38
H 6.33 2.99 -3.14
H 6.11 4.37 -2.08
H 6.44 4.56 -3.88
H 4.51 5.88 -2.91
H 1.98 5.98 -3.07
H 2.00 1.75 -3.99
H 4.56 1.89 -3.84
H 0.37 2.97 -5.68
H -1.98 2.77 -5.94
H -2.76 4.86 -2.44
H -0.29 4.86 -1.85
H -4.40 4.82 -4.58
H -4.17 3.38 -3.45
H -4.13 3.15 -5.17
C -0.56 -6.30 7.41
N -0.62 -5.30 6.39
C -1.11 -4.07 6.75
C -0.99 -3.00 5.86
C -0.37 -3.16 4.63
C 0.05 -4.46 4.27
C -0.09 -5.52 5.16
C -0.25 -1.99 3.63
C 0.99 -1.60 3.08
C 1.07 -0.53 2.21
N -0.07 0.20 1.91
C -1.27 -0.15 2.43
C -1.38 -1.21 3.38
C 0.10 1.46 1.08
H -1.19 -7.13 7.08
H -0.96 -5.93 8.35
H 0.49 -6.57 7.54
H -1.63 -4.08 7.70
H -1.28 -2.02 6.20
H 0.48 -4.64 3.30
H 0.19 -6.55 4.98
H 1.88 -2.19 3.18
H 1.96 -0.37 1.63
H -2.05 0.49 2.06
H -2.28 -1.50 3.90
H -0.82 1.84 0.65
H 0.83 1.25 0.29
H 0.41 2.29 1.71
N -1.00 -3.95 -1.41
S -1.07 -3.87 0.12
O -0.09 -4.50 0.99
O -2.43 -3.68 0.65
F -0.58 -2.27 0.21
S -1.44 -5.59 -1.43
O -2.84 -5.94 -1.27
O -0.40 -6.52 -1.02
F -1.32 -5.86 -3.02
N -2.37 0.99 -1.59
O -2.17 -0.03 -0.94
O -2.92 1.98 -1.16
O -1.98 0.97 -2.76
```

Output
Orbital gap ... 4.52 eV
Net charge ... +2